(1)
The following is a DFT calculation (ωB97M-V/def2-TZVPD) of a structure of composition C47H34F9N3P2S2Sr.

Properties
Total energy, eV: -119305.17764
F_max, eV/Å: 0.88
HOMO energy, eV: -7.55
ΔE to the lowest compared entry with this formula, charge and spin, kcal per mole: 2.2
Orbital gap, eV: 7.066

Element x y z (Å)
Sr: -0.070 -0.483 -0.155
C: -3.724 1.302 3.879
S: -4.188 0.779 2.221
C: -2.677 0.955 1.345
S: -2.773 0.499 -0.341
N: -1.646 1.373 2.022
N: -0.435 1.470 1.336
C: -0.192 2.474 0.606
C: 1.119 2.507 -0.126
C: 1.599 3.686 -0.659
C: 2.845 3.676 -1.270
C: 3.545 2.488 -1.356
C: 2.965 1.336 -0.843
N: 1.781 1.340 -0.230
H: -4.655 1.378 4.441
H: -3.229 2.271 3.862
H: -3.072 0.577 4.361
H: -0.886 3.306 0.497
H: 1.012 4.594 -0.584
H: 3.257 4.588 -1.684
H: 4.514 2.436 -1.834
H: 3.441 0.368 -0.945
C: -1.780 -3.242 -7.032
C: -1.286 -1.945 -7.036
C: -0.890 -1.344 -5.846
C: -0.992 -2.030 -4.639
C: -1.501 -3.329 -4.644
C: -1.884 -3.936 -5.832
P: -0.462 -1.339 -3.035
C: -0.238 0.451 -3.429
C: 1.001 1.027 -3.722
C: 1.099 2.378 -4.038
C: -0.042 3.170 -4.074
C: -1.281 2.611 -3.784
C: -1.375 1.265 -3.457
C: 1.249 -1.942 -2.760
C: 2.048 -2.415 -3.807
C: 3.310 -2.919 -3.529
C: 3.759 -2.946 -2.209
C: 2.945 -2.462 -1.189
C: 1.652 -1.940 -1.400
H: -2.089 -3.710 -7.959
H: -1.208 -1.398 -7.968
H: -0.504 -0.331 -5.861
H: -1.599 -3.870 -3.711
H: -2.277 -4.946 -5.820
H: 1.891 0.408 -3.702
H: 2.066 2.810 -4.265
H: 0.034 4.221 -4.327
H: -2.174 3.223 -3.805
H: -2.344 0.839 -3.226
H: 1.683 -2.409 -4.830
H: 3.933 -3.299 -4.330
H: 4.740 -3.352 -1.983
H: 3.346 -2.499 -0.174
F: -1.503 -0.675 9.201
C: -2.121 -0.009 8.211
F: -3.427 -0.309 8.302
F: -1.989 1.298 8.473
C: -1.565 -0.381 6.863
C: -0.765 0.499 6.157
C: -0.252 0.117 4.923
C: -0.508 -1.150 4.413
C: -1.323 -2.024 5.131
C: -1.857 -1.640 6.348
P: 0.347 -1.601 2.867
C: -0.733 -2.816 2.042
C: -0.179 -3.793 1.211
C: -0.995 -4.571 0.403
C: -2.367 -4.373 0.413
C: -2.926 -3.375 1.197
C: -2.113 -2.595 2.004
C: -3.255 -5.197 -0.480
F: -3.483 -4.576 -1.650
F: -4.452 -5.425 0.078
F: -2.715 -6.389 -0.768
C: 1.768 -2.540 3.528
C: 2.996 -1.891 3.561
C: 4.102 -2.497 4.147
C: 3.976 -3.763 4.688
C: 2.759 -4.434 4.642
C: 1.661 -3.824 4.065
C: 5.163 -4.454 5.304
F: 5.682 -5.375 4.476
F: 6.147 -3.596 5.604
F: 4.830 -5.093 6.435
H: -0.559 1.484 6.552
H: 0.340 0.818 4.347
H: -1.545 -3.010 4.739
H: -2.495 -2.317 6.902
H: 0.893 -3.949 1.181
H: -0.558 -5.329 -0.234
H: -3.994 -3.200 1.179
H: -2.562 -1.808 2.603
H: 3.091 -0.900 3.131
H: 5.052 -1.983 4.181
H: 2.671 -5.426 5.067
H: 0.712 -4.348 4.038

Atomic forces in eV per Å
Sr -0.1 -0.8 0.2
C -0.1 0.1 0.1
S 0.0 0.0 0.0
C 0.5 0.0 -0.2
S -0.3 0.2 0.5
N 0.1 0.3 -0.3
N -0.6 -0.1 0.4
C 0.5 0.3 -0.2
C -0.4 -0.2 0.3
C 0.1 0.2 0.0
C 0.0 0.1 0.0
C 0.1 -0.1 0.0
C -0.2 0.0 0.1
N 0.1 0.4 -0.2
H 0.0 0.0 0.0
H 0.0 0.0 0.0
H 0.1 0.0 0.0
H 0.0 0.0 0.0
H 0.0 0.0 0.0
H 0.0 0.0 0.0
H 0.0 0.0 0.0
H 0.0 0.0 0.0
C 0.0 0.0 0.0
C 0.0 0.0 0.1
C 0.0 0.0 -0.1
C 0.0 -0.1 -0.1
C 0.0 0.0 -0.1
C 0.0 0.1 0.0
P 0.1 0.1 -0.1
C 0.1 0.0 -0.2
C 0.0 0.0 0.1
C -0.1 0.0 0.0
C 0.0 0.0 0.0
C 0.1 -0.1 0.1
C 0.0 0.0 0.0
C 0.0 -0.2 0.0
C 0.0 0.0 0.1
C 0.0 0.0 0.1
C -0.1 0.0 -0.1
C 0.0 0.1 0.0
C 0.3 -0.2 -0.4
H 0.0 0.0 0.0
H 0.0 0.0 0.0
H 0.0 0.0 0.0
H 0.0 0.0 0.1
H 0.0 0.0 0.0
H 0.0 0.0 0.0
H 0.0 0.0 0.0
H 0.0 0.0 0.0
H 0.0 0.0 0.0
H 0.0 0.0 0.0
H 0.0 0.0 0.0
H 0.0 0.0 0.0
H 0.0 0.0 0.0
H 0.0 0.0 0.0
F 0.1 -0.1 0.1
C 0.0 0.0 -0.2
F -0.1 0.0 0.0
F 0.0 0.1 0.0
C 0.0 0.0 0.0
C 0.0 0.0 -0.1
C 0.0 0.1 0.1
C -0.1 -0.1 0.0
C 0.0 -0.1 0.0
C 0.0 -0.1 0.0
P 0.2 0.2 -0.1
C 0.0 0.0 0.0
C 0.0 -0.1 0.0
C 0.1 0.0 0.0
C 0.0 0.0 0.0
C 0.0 0.0 0.0
C 0.0 0.0 0.0
C 0.1 0.2 0.1
F 0.0 0.1 -0.1
F -0.1 0.0 0.1
F 0.1 -0.1 0.0
C -0.1 -0.2 0.0
C 0.1 0.0 0.0
C 0.0 0.0 0.0
C 0.0 0.0 0.0
C -0.1 0.0 0.0
C 0.0 0.0 0.1
C -0.1 0.1 0.0
F 0.1 -0.1 -0.1
F 0.1 0.1 0.0
F 0.0 -0.1 0.1
H 0.0 0.0 0.0
H 0.0 0.0 0.0
H 0.0 0.0 0.0
H 0.0 0.0 0.0
H 0.0 0.0 0.0
H 0.0 0.0 0.0
H 0.0 0.0 0.0
H 0.0 0.0 -0.1
H 0.0 0.0 0.0
H 0.0 0.0 0.0
H 0.0 0.0 0.0
H 0.0 0.0 0.0

(2)
The following is a DFT calculation (ωB97M-V/def2-TZVPD) of a structure of composition C33H58CsO6P2S2.

Properties
Total energy, eV: -88247.94719
Net charge: -1
F_max, eV/Å: 0.77
HOMO energy, eV: -6.14
ΔE to the lowest compared entry with this formula, charge and spin, kcal per mole: 7.2
Orbital gap, eV: 8.009

Element x y z (Å)
Cs: 0.192 0.024 0.027
O: -0.463 -3.746 -2.656
S: -0.074 -2.948 -1.512
O: 1.060 -2.067 -1.793
O: -1.202 -2.233 -0.910
C: 0.509 -4.157 -0.264
C: 0.396 -5.461 -0.747
C: 0.788 -6.564 -0.006
C: 1.313 -6.379 1.252
C: 1.431 -5.095 1.758
C: 1.038 -3.965 1.039
S: 1.278 -2.443 2.040
O: 1.824 -2.914 3.296
O: 2.207 -1.578 1.309
O: -0.048 -1.840 2.177
H: -0.009 -5.591 -1.738
H: 0.679 -7.557 -0.427
H: 1.633 -7.221 1.854
H: 1.832 -4.940 2.747
C: 1.856 4.854 4.448
C: 0.787 4.560 3.398
C: -0.575 4.386 4.082
P: 1.042 3.147 2.206
C: 2.096 1.830 2.997
C: 1.340 1.207 4.174
C: 3.559 2.096 3.344
C: 2.154 3.879 0.896
C: 3.179 4.933 1.317
C: 1.268 4.440 -0.223
H: 1.582 5.751 5.011
H: 2.840 5.021 4.013
H: 1.933 4.033 5.161
H: 0.707 5.424 2.727
H: -0.570 3.509 4.732
H: -1.371 4.249 3.350
H: -0.814 5.258 4.697
H: 2.104 1.063 2.211
H: 1.331 1.874 5.039
H: 1.815 0.269 4.466
H: 0.309 0.972 3.904
H: 3.672 2.845 4.128
H: 4.131 2.411 2.472
H: 4.005 1.166 3.703
H: 2.692 3.011 0.497
H: 2.684 5.827 1.703
H: 3.769 5.237 0.448
H: 3.868 4.571 2.077
H: 0.646 5.259 0.153
H: 0.605 3.677 -0.634
H: 1.879 4.837 -1.039
C: -0.459 6.162 -4.973
C: -1.711 6.003 -4.094
C: -1.637 4.753 -3.204
C: -0.952 3.597 -3.941
C: 0.525 3.983 -4.214
C: 0.736 5.501 -4.299
P: -0.996 2.016 -2.967
C: -0.736 0.667 -4.225
C: 0.771 0.407 -4.416
C: 0.991 -0.544 -5.587
C: 0.572 0.106 -6.916
C: -0.518 1.167 -6.712
C: -1.469 0.775 -5.583
C: -2.787 1.736 -2.511
C: -3.116 2.334 -1.135
C: -4.439 1.772 -0.592
C: -5.493 1.593 -1.700
C: -5.196 2.509 -2.881
C: -3.878 2.098 -3.547
H: -0.264 7.219 -5.168
H: -0.620 5.686 -5.945
H: -2.598 5.938 -4.730
H: -1.841 6.886 -3.465
H: -2.645 4.483 -2.895
H: -1.078 4.969 -2.288
H: -1.467 3.452 -4.898
H: 0.851 3.531 -5.153
H: 1.167 3.572 -3.430
H: 1.660 5.714 -4.841
H: 0.857 5.921 -3.296
H: -1.121 -0.213 -3.696
H: 1.164 -0.041 -3.504
H: 1.314 1.341 -4.592
H: 0.403 -1.447 -5.399
H: 2.033 -0.862 -5.627
H: 0.209 -0.663 -7.603
H: 1.438 0.570 -7.396
H: -1.078 1.319 -7.638
H: -0.055 2.126 -6.469
H: -1.910 -0.197 -5.823
H: -2.297 1.483 -5.535
H: -2.798 0.646 -2.371
H: -3.178 3.423 -1.202
H: -2.322 2.119 -0.415
H: -4.816 2.439 0.188
H: -4.245 0.808 -0.115
H: -6.494 1.780 -1.306
H: -5.483 0.559 -2.055
H: -5.138 3.545 -2.530
H: -6.003 2.473 -3.616
H: -3.547 2.899 -4.213
H: -4.066 1.228 -4.180

Atomic forces in eV per Å
Cs -0.1 0.8 -0.1
O 0.0 0.0 -0.1
S 0.0 0.0 0.0
O 0.0 0.0 0.2
O 0.0 -0.1 0.1
C 0.0 -0.1 0.0
C 0.1 0.1 0.1
C 0.0 -0.1 -0.1
C 0.1 -0.1 0.1
C -0.1 0.1 -0.1
C 0.0 -0.1 0.0
S 0.0 0.0 0.0
O 0.0 0.0 0.1
O -0.1 -0.1 -0.1
O 0.0 -0.1 -0.1
H 0.0 0.0 0.0
H 0.0 0.0 0.0
H 0.0 0.0 0.0
H 0.0 0.0 0.0
C 0.0 0.0 0.0
C -0.1 0.0 0.0
C 0.0 0.0 0.0
P 0.1 -0.1 -0.1
C -0.1 0.0 0.0
C 0.0 0.0 0.0
C -0.1 0.0 0.0
C 0.0 0.0 0.0
C 0.0 -0.1 0.0
C 0.0 0.0 0.0
H 0.0 0.0 0.0
H 0.0 0.0 0.0
H 0.0 0.0 0.0
H 0.0 0.0 0.0
H 0.0 0.0 0.0
H 0.0 0.0 0.0
H 0.0 0.0 0.0
H 0.0 0.0 0.0
H 0.0 0.0 0.0
H 0.0 0.0 0.0
H 0.0 0.0 0.0
H 0.0 0.0 0.0
H 0.0 0.0 0.0
H 0.0 0.0 0.0
H 0.0 0.0 0.0
H 0.0 0.0 0.0
H 0.0 0.0 0.0
H 0.0 0.0 0.0
H 0.0 0.0 0.0
H 0.0 0.0 0.0
H 0.0 0.0 0.0
C 0.0 0.0 0.0
C 0.0 0.0 0.0
C 0.0 0.0 0.0
C 0.0 0.0 0.0
C 0.0 0.0 0.0
C 0.0 0.0 0.0
P -0.1 -0.1 0.1
C 0.0 0.0 0.1
C 0.0 -0.1 0.0
C -0.1 0.0 0.0
C 0.0 0.0 0.0
C 0.0 0.0 0.0
C 0.0 0.0 0.0
C 0.1 0.0 0.0
C -0.1 0.0 0.1
C 0.0 0.0 0.0
C 0.0 0.0 0.0
C 0.0 0.0 0.0
C 0.0 0.0 0.0
H 0.0 0.0 0.0
H 0.0 0.0 0.0
H 0.0 0.0 0.0
H 0.0 0.0 0.0
H 0.0 0.0 0.0
H 0.0 0.0 0.0
H 0.0 0.0 0.0
H 0.0 0.0 0.0
H 0.0 0.0 0.0
H 0.0 0.0 0.0
H 0.0 0.0 0.0
H 0.0 0.0 0.0
H 0.1 0.0 0.1
H 0.0 0.0 0.0
H 0.0 0.0 0.0
H 0.0 0.0 0.0
H 0.0 0.0 0.0
H 0.0 0.0 0.0
H 0.0 0.0 0.0
H 0.0 0.0 0.0
H 0.0 0.0 0.0
H 0.0 0.0 0.0
H 0.0 0.0 0.0
H 0.0 0.0 0.0
H 0.1 0.1 -0.1
H 0.0 0.0 0.0
H 0.0 0.0 0.0
H 0.0 0.0 0.0
H 0.0 0.0 0.0
H 0.0 0.0 0.0
H 0.0 0.0 0.0
H 0.0 0.0 0.0
H 0.0 0.0 0.0

(3)
The following is a DFT calculation (ωB97M-V/def2-TZVPD) of a cluster of 2 separate species, C3H6N2O in total in a non-equilibrium geometry.

Properties
Total energy, eV: -8226.73489
F_max, eV/Å: 2.17
HOMO energy, eV: -7.66
ΔE to the lowest compared entry with this formula, charge and spin, kcal per mole: 229.8
Orbital gap, eV: 3.932

Element x y z (Å)
C: 1.354 0.021 0.489
C: 0.274 -0.123 -0.482
N: -0.287 -1.246 -0.657
C: 0.588 -0.052 1.735
N: 0.212 1.090 2.157
H: 2.175 0.718 0.322
H: 0.095 0.717 -1.157
H: -1.099 -1.142 -1.304
H: -0.017 -0.944 1.927
H: 0.741 1.482 2.942
H: -2.165 -0.073 -3.292
O: -1.620 0.114 -2.516

Atomic forces in eV per Å
C -0.9 1.0 0.6
C 0.9 0.3 -2.0
N -0.5 -0.5 2.0
C -1.6 -1.1 -0.3
N 1.7 -0.6 1.2
H -0.1 -0.2 0.1
H -0.3 0.1 0.2
H 0.4 0.5 -1.4
H 0.3 -0.3 -0.1
H -0.1 1.0 -0.7
H -0.1 -0.1 0.3
O 0.3 -0.2 0.2

(4)
The following is a DFT calculation (ωB97M-V/def2-TZVPD) of a cluster of 2 separate species, C7H12N5 in total in a non-equilibrium geometry.

Properties
Total energy, eV: -14891.64636
Net charge: +1
F_max, eV/Å: 5.82
HOMO energy, eV: -11.30
ΔE to the lowest compared entry with this formula, charge and spin, kcal per mole: 123.2
Orbital gap, eV: 7.347

Element x y z (Å)
C: -0.061 -3.006 0.290
C: 1.396 -2.696 0.391
C: -0.632 -1.841 -0.090
C: 1.485 -1.357 0.207
C: -0.159 0.590 -0.145
C: -1.391 1.063 -0.215
C: -2.695 -0.965 -0.126
N: 0.209 -0.746 -0.039
N: -2.642 0.291 -0.177
N: 2.713 -0.695 0.117
N: -3.655 1.161 -0.066
N: 2.135 2.953 0.130
H: -0.323 -3.989 0.356
H: 2.213 -3.296 0.726
H: 0.697 1.219 -0.203
H: -1.551 2.188 0.044
H: -3.480 -1.669 0.052
H: 3.475 -1.389 0.069
H: 2.878 0.082 -0.525
H: -4.607 0.803 -0.231
H: -3.418 1.910 -0.693
H: 1.905 3.736 -0.467
H: 2.894 2.385 -0.351
H: 2.614 3.269 0.945

Atomic forces in eV per Å
C 2.4 2.2 -0.5
C -3.0 1.1 0.2
C -4.2 1.3 0.6
C 1.2 1.4 -1.0
C 0.8 -2.3 -0.2
C -1.1 2.2 0.9
C 5.2 -2.6 0.4
N 1.0 -1.2 -0.1
N 2.1 -0.4 0.3
N 0.3 0.1 0.2
N -2.3 1.1 0.0
N 1.0 -1.8 -1.3
H -1.6 -2.1 0.2
H 0.1 -0.6 -0.2
H 0.3 1.0 0.4
H 0.2 -2.3 -1.0
H -0.7 0.3 -0.2
H -0.6 0.8 0.0
H -0.5 -0.6 0.3
H 0.9 -0.1 0.1
H -0.5 0.6 -0.1
H 0.2 0.1 0.0
H -1.3 1.1 0.5
H 0.1 0.6 0.7

> The lowest HOMO energy belongs to which entry?

C7H12N5